1.
Computed, not measured: the molecule C4H9ClS at a distorted geometry, with ωB97M-V with the def2-TZVPD basis set.

The geometry in XYZ format:
```
15
Properties=species:S:1:pos:R:3:lowdin_charge:R:1
C 0.97 0.13 1.19 -0.147
C 0.03 -0.47 0.17 -0.919
C -1.40 -0.39 0.57 -0.118
C 0.18 0.06 -1.27 -0.541
H 0.68 -0.44 2.07 0.079
H 2.00 0.16 0.87 0.092
H 0.51 1.09 1.44 0.063
H -1.63 -1.04 1.40 0.080
H -2.07 -0.79 -0.15 0.070
H -1.49 0.72 0.75 0.109
H 1.16 -0.24 -1.77 0.095
H -0.71 -0.30 -1.78 0.069
H 0.94 1.94 -2.30 -0.227
S 0.29 1.88 -1.26 0.763
Cl 0.55 -2.30 0.07 0.533
```

- Lowest unoccupied orbital energy: 0.7 eV
- Structure (SMILES): CC(C)(Cl)CS
- HOMO: -9.3575 eV
- Energy: -1016.160584 hartree
- Total charge: 0
- Gap between HOMO and LUMO: 10.086 eV

***

2.
Computed, not measured: a structure of composition C4H9ClS at a distorted geometry, with ωB97M-V with the def2-TZVPD basis set.

The geometry in XYZ format:
```
15
Properties=species:S:1:pos:R:3:lowdin_charge:R:1
C -0.59 2.41 1.11 -0.554
C -0.25 2.10 2.35 -0.052
C 0.66 -1.54 -1.97 -0.179
C 0.47 -1.11 -0.52 -0.726
H -0.97 3.39 0.81 0.059
H 0.12 1.12 2.61 0.061
H -0.35 2.84 3.13 0.060
H 1.33 -0.84 -2.49 0.070
H -0.29 -1.57 -2.50 0.065
H 1.11 -2.54 -2.02 0.065
H 0.05 -0.10 -0.46 -0.260
H 1.43 -1.08 0.01 0.071
H -1.67 -2.13 -0.29 -0.149
S -0.57 -2.25 0.46 0.667
Cl -0.47 1.30 -0.22 0.802
```

- Lowest unoccupied orbital energy: 0.9 eV
- HOMO: -8.6338 eV
- Energy: -1016.080937 hartree
- Total charge: 0
- Gap between HOMO and LUMO: 9.532 eV

***

3.
Computed, not measured: a structure of composition C4H9ErMgO4 at a distorted geometry, with ωB97M-V with the def2-TZVPD basis set.

The geometry in XYZ format:
```
19
Properties=species:S:1:pos:R:3:mulliken_spin:R:1
O 2.28 1.36 -0.57 -0.052
Er 4.14 0.71 0.67 4.329
O 2.19 -0.76 0.73 -0.186
C 1.61 -1.82 0.07 0.000
O 0.23 -1.62 -0.20 0.000
C -0.09 -0.51 -1.08 0.052
C -1.43 0.01 -0.61 -0.011
O -1.19 0.83 0.56 -0.020
C -2.33 1.35 1.22 -0.003
Mg 0.85 0.77 0.64 -0.118
H 1.79 -2.70 0.72 -0.006
H 2.05 -2.00 -0.93 0.012
H -0.19 -0.87 -2.11 -0.002
H 1.94 0.93 -1.64 0.002
H -2.12 -0.79 -0.30 0.001
H -1.90 0.64 -1.38 0.002
H -1.97 2.03 2.01 0.000
H -2.95 1.91 0.51 0.000
H -2.89 0.52 1.67 0.000
```

- Lowest unoccupied orbital energy (spin up / spin down): -4.5 / -5.7 eV
- Spin multiplicity: 5
- HOMO (spin up / spin down): -10.1059 / -9.9520 eV
- Energy: -1673.578594 hartree
- Total charge: +1
- Gap between HOMO and LUMO (spin up / spin down): 5.570 / 4.238 eV

***

4.
Computed, not measured: the molecule C4H9F2N at a distorted geometry, with ωB97M-V with the def2-TZVPD basis set.

The geometry in XYZ format:
```
16
Properties=species:S:1:pos:R:3:mulliken_spin:R:1
C -1.57 0.14 -0.18 0.049
C 0.68 1.28 -0.44 0.070
C 0.52 -1.21 -0.55 0.136
C -0.10 0.03 0.03 0.751
N 0.31 0.08 1.73 0.812
F -0.08 -1.15 2.23 0.088
F 1.67 -0.11 1.68 0.092
H -1.99 -0.68 0.50 0.015
H -2.03 1.12 0.07 0.007
H -1.69 -0.08 -1.24 0.005
H 1.67 1.22 -0.35 0.000
H 0.32 2.12 0.21 0.007
H 0.35 1.44 -1.39 -0.020
H 1.55 -1.03 -0.41 -0.008
H -0.02 -2.19 -0.34 0.005
H 0.41 -0.97 -1.57 -0.011
```

- Lowest unoccupied orbital energy (spin up / spin down): 1.0 / -2.9 eV
- Spin multiplicity: 3
- HOMO (spin up / spin down): -3.8119 / -11.3332 eV
- Energy: -411.893685 hartree
- Total charge: 0
- Gap between HOMO and LUMO (spin up / spin down): 4.833 / 8.467 eV